C4H5NO in the gas phase, computed with the ωB97M-V functional and the def2-TZVPD basis.

```
11
Properties=species:S:1:pos:R:3:forces:R:3
C 0.829099 0.810069 -0.402846 0.045 0.033 0.014
C -0.306586 -0.052622 0.064769 0.163 -0.280 0.142
N -0.176850 -1.077976 0.824096 -0.283 0.412 -0.326
O 1.146623 -1.267306 1.173014 0.194 -0.191 0.177
C -2.071873 -0.786509 -1.185161 0.154 0.521 0.409
C -1.686661 0.213524 -0.438097 -0.230 -0.421 -0.287
H 1.454282 0.242119 -1.101661 -0.090 0.074 0.097
H 0.460509 1.701959 -0.913813 0.032 -0.141 0.096
H 1.463655 1.096520 0.440521 -0.089 -0.031 -0.102
H 1.099850 -2.022125 1.774254 0.049 0.127 -0.114
H -2.212049 1.142349 -0.235076 0.055 -0.103 -0.105
```
Forces are in eV/Å.

Properties
HOMO level ... -9.9 eV
Spin multiplicity ... 1
Frontier orbital gap ... 0.3507 Ha
F_max ... 0.680 eV/Å